Entry 1:
Density functional theory data (ωB97M-V/def2-TZVPD) for 2 unconnected molecules or ions with the total composition C5H17N2O.

Structure (XYZ):
```
25
Properties=species:S:1:pos:R:3:forces:R:3
N 0.114 1.035 -1.251 -0.4 0.4 2.0
C -0.173 -0.023 -0.196 0.4 -1.3 -0.3
C 0.784 0.081 1.028 -0.6 -1.6 0.1
C 0.355 1.089 2.045 0.2 2.0 0.5
C 0.867 -1.336 1.685 0.7 0.2 0.3
C -1.644 0.060 0.200 0.1 0.8 0.5
N -2.663 -0.286 -0.774 0.7 -0.2 -0.9
H 1.097 1.012 -1.537 -0.2 -0.5 -0.5
H -0.020 1.904 -0.727 -0.3 0.3 -0.6
H -0.584 0.913 -1.983 0.2 0.4 -0.3
H 0.038 -0.968 -0.704 0.0 0.1 0.0
H 1.811 0.309 0.763 0.0 0.1 -0.8
H -0.200 0.684 2.879 -0.2 -0.2 0.0
H -0.250 1.891 1.607 -0.1 0.0 0.1
H 1.195 1.660 2.473 -0.1 -0.5 -0.1
H 0.404 -1.417 2.661 -0.8 0.3 0.0
H 1.901 -1.504 1.986 0.2 -0.3 -0.5
H 0.502 -2.155 1.066 0.2 0.1 -0.1
H -1.761 1.143 0.382 -0.5 -0.4 0.6
H -1.773 -0.526 1.120 0.3 0.4 0.1
H -2.462 -1.150 -1.265 0.0 -0.1 0.2
H -3.546 -0.419 -0.301 -0.1 0.2 -0.1
H 2.742 -1.045 -1.871 0.1 0.0 0.0
H 2.006 -0.670 -3.157 0.1 0.0 0.2
O 1.984 -0.550 -2.196 0.2 -0.1 -0.4
```
Positions in Å, forces in eV/Å.

Values from the calculation:
Total charge = +1

=====

Entry 2:
Density functional theory data (ωB97M-V/def2-TZVPD) for 2 unconnected molecules or ions with the total composition C6H11I.

Structure (XYZ):
```
18
Properties=species:S:1:pos:R:3:forces:R:3
C -2.163 0.533 -0.084 2.0 3.3 -0.8
C -2.004 0.533 1.203 0.2 1.1 1.5
C -1.476 1.607 -0.969 -0.4 -1.2 1.3
C 2.525 -1.299 -0.869 -0.9 -2.0 -1.8
C 0.782 -1.225 0.897 0.4 1.0 1.0
C 1.791 -0.732 0.232 0.1 0.5 0.0
I 2.693 1.071 0.876 -0.1 0.1 0.2
H -2.843 -0.016 -0.602 -1.8 -2.2 -1.0
H -1.486 1.323 1.762 0.4 -0.3 -0.6
H -1.620 1.263 -1.989 0.7 0.3 -0.3
H -2.053 2.534 -0.856 0.5 0.0 0.0
H -0.424 1.676 -0.593 -0.8 0.3 -0.9
H 1.885 -2.091 -1.365 0.8 0.5 0.6
H 2.765 -0.620 -1.658 0.3 0.6 -0.3
H 3.417 -1.742 -0.462 0.6 -0.3 -0.2
H 0.153 -2.065 0.876 -0.2 -1.3 -1.1
H 0.596 -0.662 1.753 -0.9 0.9 1.5
H -2.539 -0.088 1.846 -0.9 -1.3 0.8
```
Positions in Å, forces in eV/Å.

Values from the calculation:
Total charge = 0
SMILES = C=C(C)I.C=CC

=====

Respective gap between HOMO and LUMO values: 10.3, 9.6 eV.
Respective F_max values: 0.041, 0.076 Eh/bohr.